{"formula": "C26H27F3N4O5S2", "method": "ωB97M-V/def2-TZVPD", "species": ["C", "C", "C", "C", "C", "O", "S", "O", "O", "S", "O", "O", "C", "F", "F", "F", "H", "H", "H", "H", "H", "H", "H", "N", "C", "C", "C", "C", "C", "H", "H", "H", "H", "H", "N", "C", "C", "C", "C", "C", "H", "H", "H", "H", "H", "N", "C", "C", "C", "C", "C", "H", "H", "H", "H", "H", "N", "C", "C", "C", "C", "C", "H", "H", "H", "H", "H"], "positions_angstrom": [[2.276, -0.111, 2.077], [1.260, 0.774, 1.620], [0.193, 1.903, 1.002], [-0.601, 1.141, -0.222], [-2.245, 1.422, -0.217], [-2.996, 0.488, 0.637], [-4.540, 0.119, -0.075], [-5.071, 1.484, -0.647], [-5.580, -0.516, 1.115], [-6.439, 0.695, 1.951], [-6.821, 0.064, 3.347], [-5.578, 1.958, 2.310], [-8.103, 1.145, 1.155], [-7.975, 1.927, -0.096], [-8.967, -0.038, 0.885], [-8.801, 2.049, 2.142], [3.344, -0.518, 2.421], [-0.501, 2.372, 1.819], [0.852, 2.770, 0.568], [-0.215, 1.657, -1.227], [-0.332, -0.001, -0.326], [-2.561, 1.384, -1.365], [-2.440, 2.509, 0.237], [2.761, -2.451, -0.228], [3.992, -2.081, -0.642], [4.861, -2.920, -1.321], [4.446, -4.220, -1.589], [3.184, -4.631, -1.173], [2.385, -3.718, -0.504], [4.271, -1.058, -0.406], [5.838, -2.568, -1.633], [5.100, -4.907, -2.118], [2.831, -5.638, -1.366], [1.390, -3.990, -0.162], [7.217, -2.795, -3.504], [8.208, -3.713, -3.467], [9.356, -3.638, -4.239], [9.498, -2.560, -5.105], [8.494, -1.599, -5.168], [7.383, -1.758, -4.354], [8.049, -4.537, -2.778], [10.122, -4.402, -4.166], [10.384, -2.468, -5.727], [8.574, -0.747, -5.833], [6.574, -1.034, -4.364], [1.287, 3.165, -2.330], [1.480, 2.411, -3.435], [2.032, 2.894, -4.610], [2.406, 4.233, -4.661], [2.218, 5.035, -3.540], [1.662, 4.461, -2.409], [1.169, 1.374, -3.347], [2.166, 2.242, -5.466], [2.841, 4.647, -5.566], [2.499, 6.082, -3.548], [1.498, 5.044, -1.507], [-8.223, -0.109, 8.876], [-7.668, -1.121, 8.174], [-7.175, -0.984, 6.886], [-7.259, 0.264, 6.277], [-7.828, 1.324, 6.975], [-8.290, 1.091, 8.260], [-7.628, -2.075, 8.690], [-6.737, -1.831, 6.369], [-6.885, 0.409, 5.268], [-7.908, 2.309, 6.529], [-8.738, 1.888, 8.847]], "nbo_charge": [-0.312, -0.049, -0.451, -0.442, -0.109, -0.687, 1.666, -0.845, -0.793, 2.014, -0.832, -0.764, 0.785, -0.295, -0.300, -0.298, 0.285, 0.244, 0.255, 0.253, 0.251, 0.207, 0.210, -0.413, 0.021, -0.263, -0.168, -0.266, 0.024, 0.193, 0.247, 0.214, 0.217, 0.191, -0.433, 0.033, -0.261, -0.162, -0.261, 0.034, 0.194, 0.223, 0.219, 0.223, 0.196, -0.437, 0.032, -0.261, -0.161, -0.261, 0.036, 0.197, 0.223, 0.219, 0.224, 0.196, -0.423, 0.027, -0.266, -0.164, -0.266, 0.027, 0.190, 0.219, 0.244, 0.218, 0.190], "fmax_ha_per_bohr": 0.2044, "total_charge": 0, "e_tot_ev": -73407.2020, "e_homo_ev": -8.73}

{"formula": "C26H27F4N5OTl", "method": "ωB97M-V/def2-TZVPD", "species": ["Tl", "C", "C", "N", "C", "C", "C", "C", "N", "C", "C", "F", "C", "F", "C", "C", "F", "C", "F", "H", "H", "H", "H", "H", "H", "H", "H", "H", "H", "H", "H", "H", "H", "H", "C", "C", "N", "N", "C", "O", "C", "C", "C", "C", "C", "C", "C", "C", "C", "C", "C", "N", "H", "H", "H", "H", "H", "H", "H", "H", "H", "H", "H", "H"], "positions_angstrom": [[-1.030, 0.320, -0.246], [4.247, -0.385, 1.333], [2.932, -0.133, 0.585], [1.711, -0.098, 1.393], [1.761, 0.911, 2.452], [1.864, 2.330, 1.902], [1.405, -1.429, 1.912], [0.095, -1.574, 2.716], [-0.894, -0.564, 2.425], [-2.049, -0.569, 3.066], [-2.895, 0.586, 2.978], [-2.475, 1.611, 2.206], [-4.071, 0.721, 3.661], [-4.768, 1.874, 3.555], [-4.578, -0.280, 4.479], [-3.825, -1.436, 4.546], [-4.297, -2.469, 5.280], [-2.625, -1.587, 3.893], [-2.002, -2.793, 4.024], [5.048, -0.520, 0.604], [4.198, -1.288, 1.944], [4.522, 0.451, 1.978], [2.801, -0.919, -0.157], [3.007, 0.808, 0.040], [2.592, 0.715, 3.150], [0.825, 0.823, 3.003], [2.803, 2.504, 1.374], [1.801, 3.046, 2.723], [1.039, 2.520, 1.213], [2.209, -1.782, 2.579], [1.385, -2.099, 1.051], [0.361, -1.518, 3.785], [-0.262, -2.598, 2.555], [-5.497, -0.161, 5.031], [2.005, -0.670, -4.254], [1.030, -0.700, -3.105], [0.693, 0.355, -2.444], [1.251, 1.523, -2.792], [0.690, 2.584, -2.188], [-0.333, 2.611, -1.475], [1.401, 3.881, -2.464], [2.525, 3.972, -3.280], [3.145, 5.196, -3.481], [2.654, 6.340, -2.866], [1.527, 6.259, -2.059], [0.907, 5.036, -1.860], [0.488, -1.990, -2.666], [0.833, -3.187, -3.312], [0.357, -4.390, -2.823], [-0.458, -4.398, -1.701], [-0.778, -3.172, -1.137], [-0.328, -2.016, -1.600], [2.356, 0.353, -4.359], [1.532, -0.982, -5.188], [2.859, -1.323, -4.056], [2.898, 3.076, -3.757], [4.014, 5.266, -4.124], [3.150, 7.292, -3.015], [1.135, 7.151, -1.587], [0.027, 4.938, -1.239], [1.464, -3.177, -4.189], [0.630, -5.321, -3.304], [-0.835, -5.318, -1.277], [-1.418, -3.112, -0.260]], "nbo_charge": [0.812, -0.639, -0.216, -0.449, -0.236, -0.615, -0.213, -0.235, -0.708, 0.109, 0.272, -0.327, 0.335, -0.331, -0.460, 0.349, -0.333, 0.190, -0.341, 0.206, 0.201, 0.201, 0.193, 0.203, 0.149, 0.240, 0.193, 0.206, 0.227, 0.156, 0.187, 0.161, 0.183, 0.227, -0.686, 0.135, -0.230, -0.511, 0.588, -0.731, -0.033, -0.207, -0.231, -0.221, -0.226, -0.206, 0.190, -0.260, -0.166, -0.285, 0.055, -0.462, 0.259, 0.208, 0.206, 0.231, 0.200, 0.200, 0.203, 0.240, 0.216, 0.208, 0.216, 0.203], "fmax_ha_per_bohr": 0.0111, "total_charge": -1, "e_tot_ev": -52462.3897, "e_homo_ev": -3.65, "relative_energy_kcal_mol": 6.19}

{"formula": "C26H27FN4O3S2", "method": "ωB97M-V/def2-TZVPD", "species": ["C", "C", "N", "C", "S", "C", "C", "C", "C", "C", "C", "O", "C", "C", "N", "N", "C", "C", "C", "C", "C", "C", "C", "C", "C", "N", "S", "O", "O", "C", "C", "C", "C", "F", "C", "C", "H", "H", "H", "H", "H", "H", "H", "H", "H", "H", "H", "H", "H", "H", "H", "H", "H", "H", "H", "H", "H", "H", "H", "H", "H", "H", "H"], "positions_angstrom": [[1.667, -2.017, 3.402], [1.578, -2.104, 1.882], [0.922, -0.952, 1.318], [-0.414, -0.796, 1.073], [-1.584, -2.020, 1.426], [-3.034, -1.279, 0.578], [-2.944, -1.472, -0.900], [-2.527, -0.431, -1.724], [-2.443, -0.636, -3.087], [-2.760, -1.862, -3.650], [-3.169, -2.908, -2.830], [-3.505, -4.156, -3.262], [-3.459, -4.425, -4.642], [-3.256, -2.702, -1.455], [-0.660, 0.387, 0.577], [0.513, 1.033, 0.490], [1.453, 0.248, 0.938], [2.881, 0.657, 1.066], [3.635, 0.506, -0.274], [2.864, 1.143, -1.394], [3.026, 2.489, -1.691], [2.263, 3.087, -2.679], [1.328, 2.346, -3.380], [1.167, 1.001, -3.097], [1.931, 0.405, -2.111], [2.959, 2.023, 1.539], [2.424, 2.267, 3.102], [2.856, 3.576, 3.481], [2.871, 1.135, 3.864], [0.630, 2.251, 3.057], [-0.052, 1.248, 3.716], [-1.431, 1.182, 3.619], [-2.082, 2.137, 2.858], [-3.421, 2.062, 2.736], [-1.409, 3.167, 2.221], [-0.032, 3.219, 2.326], [2.198, -2.885, 3.783], [0.668, -2.006, 3.832], [2.200, -1.118, 3.707], [2.577, -2.175, 1.445], [0.999, -2.985, 1.588], [-3.890, -1.800, 1.005], [-3.042, -0.227, 0.854], [-2.259, 0.519, -1.291], [-2.130, 0.174, -3.730], [-2.685, -1.988, -4.719], [-2.446, -4.312, -5.041], [-3.773, -5.462, -4.750], [-4.145, -3.780, -5.201], [-3.573, -3.525, -0.833], [3.372, 0.058, 1.838], [3.775, -0.559, -0.473], [4.612, 0.975, -0.157], [3.760, 3.069, -1.150], [2.398, 4.136, -2.900], [0.729, 2.815, -4.146], [0.442, 0.412, -3.639], [1.798, -0.647, -1.896], [2.547, 2.679, 0.891], [0.508, 0.529, 4.292], [-1.996, 0.403, 4.107], [-1.960, 3.891, 1.644], [0.534, 3.999, 1.843]], "nbo_charge": [-0.628, -0.213, -0.390, 0.168, 0.253, -0.518, -0.041, -0.262, -0.121, -0.334, 0.290, -0.494, -0.251, -0.206, -0.342, -0.315, 0.370, -0.118, -0.405, -0.053, -0.224, -0.202, -0.213, -0.216, -0.139, -0.841, 2.320, -0.923, -0.963, -0.342, -0.186, -0.302, 0.487, -0.332, -0.282, -0.152, 0.220, 0.212, 0.240, 0.208, 0.223, 0.238, 0.256, 0.241, 0.201, 0.217, 0.175, 0.200, 0.176, 0.211, 0.245, 0.217, 0.232, 0.212, 0.214, 0.213, 0.214, 0.198, 0.414, 0.245, 0.235, 0.234, 0.232], "fmax_ha_per_bohr": 0.0201, "total_charge": 0, "e_tot_ev": -63890.8183, "e_homo_ev": -8.37, "relative_energy_kcal_mol": 2.24}

no.,Kohn-Sham gap (eV)
1,7.0
2,6.0
3,8.8